{"formula": "C4H6O2", "method": "wB97M-V/def2-TZVPD", "homo_energy_ev": -9.9, "energy_ha": -306.43437, "de_lowest_kcal_mol": 45.13, "symbols": ["O", "C", "O", "C", "C", "C", "H", "H", "H", "H", "H", "H"], "positions_angstrom": [[-1.475, 2.775, 0.432], [-2.108, 2.027, -0.139], [-1.205, -0.206, 0.719], [0.182, -0.092, 0.554], [0.796, -0.183, -0.810], [0.898, -1.339, 0.155], [-1.658, 0.094, -0.081], [0.651, 0.577, 1.275], [0.131, -0.288, -1.664], [1.693, 0.396, -1.011], [0.238, -2.181, -0.026], [1.858, -1.581, 0.597]], "atomic_forces_ev_per_a": [[-0.8, -0.7, -0.6], [0.6, 1.4, 0.5], [-0.1, -0.2, -0.1], [0.2, 0.0, 0.1], [0.0, 0.1, -0.2], [0.1, -0.2, 0.1], [0.2, -0.3, 0.2], [-0.2, -0.1, -0.1], [0.1, 0.0, 0.1], [-0.2, 0.0, 0.1], [0.2, 0.1, 0.0], [-0.1, 0.1, -0.1]], "lowdin_charge": [0.073, 0.051, -0.076, -0.398, -0.106, -0.103, 0.011, 0.141, 0.103, 0.099, 0.107, 0.099]}